1.
C5H6O3 | ωB97M-V with the def2-TZVPD basis set

Geometry (Å):
C 0.492 -1.486 0.019
C -1.136 0.056 0.021
C 2.069 0.744 -0.681
H 0.898 -2.039 0.815
O -2.068 0.634 -0.774
O 1.781 0.599 0.776
C -2.221 0.711 0.719
C 0.957 -0.048 -0.068
O -0.904 -1.342 0.059
H 2.960 0.345 -1.038
H -1.933 1.806 0.949
H 1.663 1.646 -1.135
H -3.242 0.471 1.114
H 0.685 -2.097 -0.775

**Kohn-Sham gap**: 9.664 eV
**Net charge**: 0
**ΔE to the lowest compared entry with this formula, charge and spin**: 580.7 kJ/mol
**E_HOMO**: -8.72 eV

2.
C5H6O3 | ωB97M-V with the def2-TZVPD basis set

Geometry (Å):
H -0.718 1.237 1.205
C -1.460 -0.416 -0.092
O -2.397 -1.067 -0.414
H -2.609 1.157 0.928
C -1.609 1.017 0.434
H 2.563 -0.387 1.293
C 1.831 0.160 -0.658
C -0.024 -0.947 -0.426
C 1.827 -0.328 0.583
O 0.628 0.004 -1.193
O 0.702 -1.032 0.863
H -1.409 1.728 -0.554
H 0.124 -1.952 -0.845
H 2.553 0.827 -1.126

**SMILES**: CC(=O)C1OC=CO1
**Kohn-Sham gap**: 9.120 eV
**Net charge**: 0
**ΔE to the lowest compared entry with this formula, charge and spin**: 220.5 kJ/mol
**E_HOMO**: -8.30 eV

3.
C5H6O3SV | ωB97M-V with the def2-TZVPD basis set

Geometry (Å):
C 0.882 1.886 2.836
O 2.306 -1.572 -0.256
C -0.071 1.768 -0.960
C -0.206 -0.588 3.593
S -0.604 0.878 2.565
H -0.877 -0.534 4.453
V -0.171 -0.072 0.578
H 1.596 1.371 3.478
H 0.530 2.791 3.327
C 1.360 -0.969 0.103
O -2.450 -1.650 -0.634
H 1.345 2.144 1.870
H 0.840 -0.584 3.898
C -1.577 -1.018 -0.154
H -0.428 -1.500 3.014
O -0.021 2.601 -1.722

**Multiplicity**: 4
**Kohn-Sham gap (spin up / spin down)**: 7.406 / 8.121 eV
**Net charge**: +2
**E_HOMO (spin up / spin down)**: -18.20 / -19.38 eV
**Expectation value of S²**: 3.774

4.
C5H6O3Si | ωB97M-V with the def2-TZVPD basis set

Geometry (Å):
H -2.035 -0.659 -0.510
O 2.794 1.729 1.405
H -2.572 0.631 -1.907
H -0.414 0.462 2.290
Si 1.159 -0.031 0.093
C -0.658 0.917 -1.273
C 2.489 1.231 0.340
C -1.741 0.206 -1.272
C 1.505 -1.678 -0.948
O 2.576 -1.720 -1.529
H -0.456 1.647 -2.086
C 0.042 -0.405 1.708
H 3.092 1.681 -0.482
O -0.073 -1.499 2.203
H 0.764 -2.361 -1.071

**Kohn-Sham gap**: 8.694 eV
**Net charge**: 0
**ΔE to the lowest compared entry with this formula, charge and spin**: 62.8 kJ/mol
**E_HOMO**: -9.51 eV

5.
C5H6O4 | ωB97M-V with the def2-TZVPD basis set

Geometry (Å):
C 0.370 -1.591 1.273
H -1.651 1.323 3.207
H 1.637 -2.423 -0.142
O -1.297 1.989 -0.680
O -0.808 2.955 2.343
O -2.593 0.242 -0.142
C -1.094 1.789 2.365
H 1.316 -0.591 -0.339
C -1.636 0.942 0.056
H -1.885 2.064 -1.446
O -0.742 -0.476 1.817
C -0.702 0.798 1.265
C 1.207 -1.502 0.256
H 0.315 1.079 0.938
H -0.928 -1.781 1.199

**SMILES**: C=CO[C@H](C=O)C(=O)O
**Kohn-Sham gap**: 10.063 eV
**Net charge**: 0
**ΔE to the lowest compared entry with this formula, charge and spin**: 557.9 kJ/mol
**E_HOMO**: -9.84 eV

6.
C5H6O4SV | ωB97M-V with the def2-TZVPD basis set

Geometry (Å):
C -0.232 0.353 -1.821
O -0.378 0.589 -2.945
H -1.864 1.467 1.783
V 0.028 0.039 0.014
C 1.525 -1.050 0.236
O -0.033 2.745 -0.163
H 0.165 4.389 1.929
S 0.393 2.230 1.188
C -1.460 -0.936 0.623
H -0.649 1.004 3.017
H -1.158 2.723 2.912
H 1.221 3.454 3.090
C -0.973 1.810 2.328
O -2.406 -1.505 1.027
O 2.490 -1.711 0.368
C 1.000 3.669 2.036
H 1.870 4.023 1.471

**Multiplicity**: 4
**Kohn-Sham gap (spin up / spin down)**: 7.444 / 7.376 eV
**Net charge**: +2
**E_HOMO (spin up / spin down)**: -18.42 / -18.73 eV
**Expectation value of S²**: 3.777

7.
C5H6O4Sm | ωB97M-V with the def2-TZVPD basis set

Geometry (Å):
H -1.550 -0.769 0.606
H 0.006 2.602 1.250
O -1.003 0.516 -1.739
C 0.255 2.660 0.180
H 1.853 4.036 0.591
H 1.765 3.401 -1.144
C -0.646 -0.972 0.027
O -1.549 -3.458 0.559
H 0.826 -0.373 -1.431
Sm -1.734 2.977 -1.496
C -0.159 -0.118 -1.009
C -0.399 -3.175 0.722
H 0.244 -4.806 1.404
O 0.155 -1.960 0.423
C 1.361 3.364 -0.124
O 0.573 -3.924 1.181

**Multiplicity**: 8
**Kohn-Sham gap (spin up / spin down)**: 4.325 / 3.058 eV
**Net charge**: +1
**ΔE to the lowest compared entry with this formula, charge and spin**: 346.5 kJ/mol
**E_HOMO (spin up / spin down)**: -9.67 / -9.61 eV
**Expectation value of S²**: 15.766

8.
C5H6O4Sm | ωB97M-V with the def2-TZVPD basis set

Geometry (Å):
C 0.657 2.321 -1.122
C -1.249 0.219 -1.320
H -0.676 -0.389 -2.021
O 2.464 0.720 -0.747
C -0.409 -1.611 1.603
O 0.754 -2.296 1.704
H 0.798 -2.940 2.428
O -1.393 -1.738 2.241
O -0.211 -0.875 0.491
H -2.083 0.056 0.668
H -2.005 0.923 -1.669
C -1.186 0.070 0.049
H 0.715 3.401 -1.266
H -0.257 2.057 -0.216
Sm 2.314 -1.559 0.214
C 1.766 1.640 -1.038

**Multiplicity**: 7
**Kohn-Sham gap (spin up / spin down)**: 8.063 / 8.208 eV
**Net charge**: +2
**ΔE to the lowest compared entry with this formula, charge and spin**: 331.1 kJ/mol
**E_HOMO (spin up / spin down)**: -16.78 / -16.80 eV
**Expectation value of S²**: 12.007